[1]
The following is a quantum chemistry calculation of a structure of composition C6H11NO, from the Open Molecules 2025 dataset.

Last column: Löwdin charge in e.
Element x y z (Å)
C (-0.99690, -0.45258, -0.35331)  -0.1596
C (-2.03105, -0.00037, 0.72187)  -0.1164
C (-2.84434, -0.09774, -0.62401)  -0.2280
C (1.65676, -1.03273, 0.93100)  -0.0541
C (1.47517, 1.31875, -0.17723)  -0.0528
C (1.39275, -0.18326, -0.27604)  -0.4383
N (-1.67334, -0.58913, -1.40781)  0.0509
O (1.94190, -0.72473, -1.37581)  0.0220
H (-2.42224, -0.50950, 1.51796)  0.0492
H (-1.61136, 0.96764, 1.10433)  0.1011
H (-3.69062, -0.82065, -0.40696)  0.1188
H (-3.21233, 0.83508, -0.88473)  0.0684
H (2.19167, -1.89484, 0.55427)  0.0793
H (0.85710, -1.32597, 1.58943)  0.0706
H (2.39799, -0.50458, 1.58310)  0.0903
H (1.75433, 1.57200, 0.87011)  0.0807
H (0.48648, 1.83377, -0.35074)  0.0866
H (2.28167, 1.72101, -0.88278)  0.1038
H (2.04637, -0.11216, -2.13267)  0.1277


[2]
The following is a quantum chemistry calculation of the ion CH5NOP with charge -1, from the Open Molecules 2025 dataset.

SMILES   C[N-]OP
Total charge   -1

Last column: Löwdin charge in e.
Element x y z (Å)
C (1.47719, 0.29175, 0.13511)  -0.3810
N (0.77989, -0.87142, -0.16056)  -0.3178
O (-0.50188, -0.65847, 0.31895)  -0.7186
P (-1.70559, 0.24467, -0.28058)  0.6384
H (2.46849, 0.33782, -0.26828)  0.0283
H (0.74555, 1.24422, -0.10424)  0.0392
H (1.53605, 0.42181, 1.21575)  0.0125
H (-2.52587, -0.38145, 0.56688)  -0.1768
H (-2.27383, -0.62894, -1.42303)  -0.1242


[3]
The following is a quantum chemistry calculation of a structure of composition C5H8O2, from the Open Molecules 2025 dataset.

Last column: Löwdin charge in e.
Element x y z (Å)
O (2.04826, -0.89475, -0.37324)  -0.0100
C (0.95096, -0.32045, 0.29301)  -0.3371
C (0.60209, 1.06286, -0.31956)  -0.0608
C (-0.86630, 0.75965, -0.66251)  -0.2734
C (-1.38573, 0.06277, 0.60487)  -0.0430
C (-0.41494, -0.98380, 0.03241)  -0.2473
O (-0.76165, -0.54060, -1.29943)  -0.0485
H (2.31011, -1.66579, 0.14331)  0.0956
H (1.13924, -0.31861, 1.37935)  0.1501
H (0.73390, 1.90524, 0.36499)  0.1173
H (1.18934, 1.23453, -1.22636)  0.1244
H (-1.44737, 1.48683, -1.23374)  0.1475
H (-1.16270, 0.51902, 1.57576)  0.1163
H (-2.42847, -0.24629, 0.52922)  0.1157
H (-0.50673, -2.06061, 0.19191)  0.1532


The evaluated M for the records listed, in turn: 113.16, 78.03, 100.12 g mol⁻¹.
The evaluated max |F| for the records listed, in turn: 4.51, 3.29, 0.41 eV/A.
The evaluated orbital gap for the records listed, in turn: 7.90, 5.80, 10.39 eV.